Formula: C4H11N2O
Source: OMol25
Level of theory: the ωB97M-V functional and the def2-TZVPD basis

Values from the calculation:
E_LUMO   -3.1 eV
Total energy   -9345.7927 eV
Structure (SMILES)   C[N@H+]1CN[C@@]1(C)O
Orbital gap   11.5 eV

The geometry in ORCA input format:
```
! RIJCOSX wB97M-V def2-TZVPD def2/J DEFGRID3
* xyz 1 1
C -1.70209 1.06106 0.33691
N -0.67602 0.01558 0.28331
C -0.79222 -1.05427 -0.73889
N 0.67029 -1.10410 -1.00246
C 0.92663 0.05845 -0.21697
C 1.84930 -0.02819 1.00464
O 1.03488 1.19255 -0.88496
H -2.28718 1.18136 1.31042
H -1.35345 2.06830 -0.03201
H -2.46484 0.77147 -0.33187
H -0.81679 -0.44505 1.18577
H -1.36110 -0.56520 -1.70970
H -1.27374 -2.07578 -0.49178
H 1.17961 -1.99354 -0.88027
H 1.48677 0.73782 1.64670
H 2.86230 0.19698 0.72217
H 1.89360 -0.99918 1.56585
H 0.82403 0.98177 -1.76687
*
```